72
Properties=species:S:1:pos:R:3:forces:R:3 method="wB97M-V/def2-TZVPD" total_charge=+2 e_tot_ev=-66777.44742 multiplicity=5
V -0.417 -2.194 0.688 -1.219 0.945 1.183
Ag -1.103 0.179 2.805 -0.055 0.602 1.015
O -0.808 -2.015 2.725 0.518 -1.009 -1.583
H -0.493 -2.743 3.258 -0.112 -0.044 0.514
O -0.578 -0.107 0.698 0.747 -0.795 -1.305
H -0.995 0.072 -0.148 -0.534 0.076 -0.020
C 1.343 3.506 0.295 -0.269 0.921 0.087
C 1.003 2.871 -1.054 1.275 -0.082 1.343
C 1.850 3.443 -2.174 -0.684 -0.352 -0.059
O 3.206 3.449 -1.897 0.245 0.095 -0.545
C 4.072 3.988 -2.892 0.792 -0.202 -0.441
N 1.202 1.409 -0.927 -0.599 0.225 -1.000
H 0.785 3.020 1.094 -0.221 -0.019 -0.145
H 1.073 4.567 0.307 0.066 -0.062 0.114
H 2.397 3.424 0.564 0.077 -0.087 -0.247
H -0.013 3.153 -1.336 -0.201 -0.563 0.144
H 1.521 4.429 -2.552 0.197 0.220 0.264
H 1.696 2.866 -3.116 0.256 -0.176 -0.050
H 3.840 5.040 -3.072 -0.181 0.054 0.083
H 3.957 3.433 -3.832 -0.495 0.032 0.004
H 5.115 3.847 -2.620 -0.194 0.109 0.608
H 0.635 1.035 -0.156 -0.068 0.011 0.103
H 2.162 1.140 -0.736 0.102 0.356 -0.029
C -4.677 -3.355 -0.629 0.303 -1.107 1.240
C -3.173 -3.621 -0.543 0.353 0.642 -1.349
C -2.585 -3.766 -1.960 0.550 -0.789 0.133
O -2.894 -5.066 -2.377 -0.805 -0.304 -0.164
C -2.136 -5.534 -3.473 0.683 0.411 0.413
N -2.518 -2.455 0.165 -0.555 -0.765 -0.845
H -5.001 -3.391 0.419 -0.427 0.586 -0.161
H -5.230 -4.183 -1.070 0.228 0.055 -0.410
H -4.914 -2.417 -1.124 -0.017 0.081 0.081
H -2.942 -4.535 -0.001 -0.121 -0.040 0.057
H -1.480 -3.700 -1.972 -0.185 0.337 0.250
H -2.992 -3.033 -2.674 0.075 0.148 0.221
H -2.495 -6.512 -3.768 -0.132 -0.015 0.042
H -1.095 -5.611 -3.128 0.079 -0.216 -0.234
H -2.137 -4.851 -4.327 -0.298 0.028 -0.038
H -3.160 -2.326 0.947 0.518 0.522 0.228
H -2.683 -1.692 -0.499 0.071 0.292 0.394
C 2.508 -1.391 4.241 0.081 0.645 -0.730
C 1.947 0.043 4.410 0.144 -1.825 0.466
C 3.093 0.925 4.845 0.207 0.739 -0.066
O 2.644 2.260 4.907 -0.717 0.387 0.072
C 3.619 3.253 4.673 0.509 -0.617 -0.351
N 1.275 0.493 3.187 0.969 1.312 -1.262
H 2.941 -1.438 3.234 0.237 -0.145 0.112
H 1.768 -2.185 4.287 -0.137 0.124 0.248
H 3.310 -1.561 4.957 -0.099 -0.218 0.073
H 1.191 -0.045 5.193 0.048 0.528 0.090
H 3.934 0.873 4.136 -0.085 -0.258 -0.095
H 3.466 0.607 5.824 -0.015 -0.079 -0.003
H 3.888 3.251 3.607 0.089 0.076 -0.019
H 4.529 3.031 5.237 0.015 0.229 0.121
H 3.240 4.237 4.925 -0.204 -0.090 0.211
H 1.648 1.433 2.986 -0.773 0.257 0.813
H 1.705 0.080 2.351 -0.325 -0.873 0.464
O -0.108 0.692 -3.298 0.184 0.405 0.127
H 0.306 1.095 -2.495 0.207 -0.593 -0.279
H 0.615 0.397 -3.866 -0.196 0.003 0.008
O 0.016 -1.801 -1.453 0.580 0.254 -0.033
H 0.308 -0.878 -1.541 -0.127 -0.197 -0.052
H 0.176 -2.200 -2.318 -0.158 -0.185 0.205
O -2.436 2.432 -0.131 0.381 0.257 -0.146
H -2.261 1.525 -0.401 -0.281 -0.179 -0.101
H -2.723 2.875 -0.939 -0.181 -0.048 0.144
C -3.674 0.033 -2.777 -0.639 -0.671 -0.796
O -2.452 -0.152 -2.069 0.248 0.724 0.040
H -4.130 -0.953 -2.899 -0.199 0.099 0.212
H -4.394 0.702 -2.307 0.251 0.019 0.413
H -3.555 0.381 -3.808 0.447 0.166 0.157
H -1.731 0.223 -2.608 -0.221 -0.369 0.065


81
Properties=species:S:1:pos:R:3:forces:R:3 method="wB97M-V/def2-TZVPD" total_charge=0 e_tot_ev=-82167.77303
O 4.812 -3.125 0.303 -0.629 0.961 -0.722
C 4.123 -2.238 -0.171 0.931 -0.579 0.579
O 4.669 -1.127 -0.732 0.139 -0.537 -0.423
C 2.623 -2.337 -0.170 -0.321 0.136 -0.574
C 1.891 -1.454 -1.199 0.505 -0.604 0.878
N 0.989 -0.467 -0.515 -0.454 -0.340 -1.282
P -0.553 -1.144 -0.113 -0.779 0.820 0.739
O -1.114 -1.815 -1.430 0.276 -0.126 -0.286
O -0.160 -2.456 0.701 0.389 -0.085 0.324
S -1.690 0.020 0.881 0.143 -0.042 -0.295
S 0.866 0.935 -1.393 0.173 0.175 -0.760
O -0.399 1.081 -2.028 0.271 -0.047 0.369
O 2.059 1.136 -2.144 -0.220 0.008 0.342
F 0.918 1.951 -0.234 -0.108 0.268 0.372
H 4.561 -0.386 -0.119 -0.070 -0.102 0.150
H 2.382 -3.377 -0.350 -0.032 -0.268 0.125
H 2.277 -2.100 0.828 0.123 0.045 0.238
H 1.317 -2.083 -1.866 -0.214 0.000 -0.226
H 2.632 -0.926 -1.777 -0.022 0.281 -0.131
H -1.230 -2.767 -1.296 -0.180 -0.100 -0.098
H -0.257 -2.190 1.628 0.086 -0.251 0.170
C 4.175 -5.008 3.660 0.023 0.149 -0.081
O 3.972 -3.772 2.985 0.032 0.127 0.124
H 3.537 -5.007 4.540 -0.016 0.001 0.025
H 3.899 -5.854 3.026 0.012 -0.019 0.020
H 5.213 -5.123 3.980 -0.009 -0.033 0.016
H 4.532 -3.760 2.199 -0.088 -0.132 -0.265
C 1.269 1.050 3.918 -0.228 -0.299 0.037
O 1.152 -0.025 2.983 0.098 0.063 -0.003
H 1.232 1.984 3.365 -0.009 -0.020 -0.090
H 0.448 1.034 4.636 -0.044 0.111 -0.012
H 2.215 0.985 4.455 -0.017 0.168 0.128
H 1.188 -0.841 3.487 0.057 -0.067 0.081
C 1.153 5.071 -3.196 -0.047 -0.357 -0.072
O 1.198 4.005 -4.137 0.024 0.208 0.016
H 1.280 6.004 -3.736 0.009 0.015 -0.028
H 0.185 5.090 -2.684 0.039 0.100 0.064
H 1.954 4.976 -2.457 -0.027 0.088 0.035
H 1.079 3.183 -3.655 0.030 -0.137 -0.049
C -0.961 7.884 -2.509 0.240 0.188 0.161
O 0.325 8.282 -2.986 -0.270 -0.127 -0.094
H -1.444 7.294 -3.284 0.013 -0.061 0.002
H -0.865 7.270 -1.610 -0.116 -0.047 -0.015
H -1.583 8.754 -2.290 -0.067 -0.044 -0.008
H 0.742 8.799 -2.294 0.106 0.081 -0.016
C -2.150 3.008 2.838 0.110 0.206 0.217
O -1.742 3.110 4.203 -0.047 -0.136 -0.137
H -2.673 2.065 2.723 -0.014 -0.047 0.041
H -2.829 3.822 2.572 -0.006 -0.030 -0.063
H -1.289 3.015 2.165 -0.041 -0.041 -0.058
H -1.283 3.945 4.313 0.015 0.071 0.040
C 4.504 0.342 2.760 0.121 -0.337 -0.013
O 4.353 -0.717 1.814 -0.036 0.534 0.514
H 4.462 1.282 2.216 -0.024 0.018 -0.019
H 3.701 0.314 3.491 0.080 0.054 -0.011
H 5.469 0.259 3.265 -0.031 0.116 0.005
H 4.384 -1.550 2.294 0.020 -0.137 0.116
C -2.597 -4.786 1.355 0.330 0.012 0.121
O -1.867 -5.123 0.169 -0.292 0.208 -0.076
H -3.622 -4.569 1.070 -0.043 0.031 0.010
H -2.594 -5.620 2.059 -0.081 0.033 0.038
H -2.173 -3.899 1.831 -0.063 0.006 0.042
H -0.963 -5.311 0.428 0.077 -0.072 -0.036
C -6.829 -5.118 1.490 -0.105 -0.248 0.135
O -6.276 -6.220 2.211 0.044 0.220 0.031
H -6.223 -4.247 1.726 0.012 0.028 -0.001
H -6.787 -5.298 0.419 0.004 0.084 -0.064
H -7.860 -4.924 1.798 0.028 0.054 0.011
H -6.797 -6.997 2.003 0.000 -0.092 -0.038
C 0.325 7.482 -6.672 -0.098 0.003 0.126
O -0.976 7.730 -6.151 0.084 -0.047 -0.130
H 0.237 7.455 -7.756 -0.009 0.000 -0.028
H 1.024 8.275 -6.394 0.021 -0.011 -0.022
H 0.718 6.521 -6.328 0.020 -0.005 -0.032
H -0.899 7.755 -5.195 0.064 0.096 0.082
C -4.670 -4.699 -1.935 0.108 -0.082 0.148
O -4.790 -5.647 -0.883 -0.063 0.098 -0.227
H -5.638 -4.630 -2.425 -0.026 0.003 -0.008
H -4.400 -3.708 -1.553 -0.021 0.014 -0.040
H -3.924 -5.010 -2.671 -0.020 0.024 -0.033
H -3.934 -5.711 -0.453 0.130 -0.196 -0.105